(1)
Here is a 2-piece molecular cluster, C9H14O overall in a non-equilibrium geometry from OMol25. Energies are from wB97M-V/def2-TZVPD.

The net charge is -1. Its molar mass is 138.2 u. The calculation puts the largest force on an atom at 2.5 eV Å⁻¹. The multiplicity is 2. As for the expectation value of S²: 0.76. Its orbital gap (spin up / spin down) is 2.52 / 7.15 eV.

```
24
Properties=species:S:1:pos:R:3:mulliken_spin:R:1
O -2.4004 -1.8778 -2.7031 -0.12
C 2.3012 -1.1969 0.4867 -0.12
C 1.0650 -1.5672 -0.2694 -0.29
C -1.2678 -1.8552 -1.8380 0.19
C -1.3669 -1.1224 -0.6574 0.06
C -0.7756 3.9822 1.6563 0.01
C 1.0834 -2.3135 -1.4656 0.28
C -0.1803 -1.0707 0.1507 0.52
C -0.1152 -2.5164 -2.1747 0.33
C -0.1465 2.5949 1.5440 0.04
H -0.7752 1.7972 1.9205 0.02
H 3.1447 -1.1836 -0.2088 0.02
H 2.6136 -1.8973 1.2669 0.01
H -0.2971 -0.6269 1.1353 0.06
H 2.2222 -0.1847 0.8845 0.02
H 0.0200 2.3567 0.4931 0.00
H 0.7708 2.6348 2.1284 0.01
H -0.1690 4.7520 1.1761 -0.01
H -2.1813 -0.5591 -0.2328 -0.03
H 2.0747 -2.6604 -1.7462 0.07
H -0.8772 4.2645 2.7134 -0.01
H -0.2099 -3.1715 -3.0362 -0.04
H -2.7403 -2.7358 -2.5135 0.01
H -1.7928 4.1571 1.2898 -0.03
```

=====

(2)
Here is a 2-piece molecular cluster, C9H14O overall in a non-equilibrium geometry from OMol25. Energies are from wB97M-V/def2-TZVPD.

The net charge is 0. Its molar mass is 138.2 u. The calculation puts the largest force on an atom at 3.7 eV Å⁻¹. The multiplicity is 1. Its orbital gap is 9.10 eV.

```
24
Properties=species:S:1:pos:R:3:mulliken_charge:R:1
O 1.0247 2.8725 2.4990 -0.55
C -1.9154 -0.3180 -1.6288 -0.30
C 1.6113 -1.6847 -0.7829 -1.42
C 1.0476 1.7149 1.7319 1.00
C -3.2674 -0.7758 -1.2118 -1.07
C 1.3775 0.5287 2.3852 -0.86
C 0.7651 0.6929 -0.5016 -0.77
C 1.2380 -0.5139 0.0813 0.70
C 1.4230 -0.5297 1.4877 -0.18
C 0.7009 1.8507 0.3684 -0.70
H 1.4444 2.8353 3.4191 0.31
H 2.0374 -1.7033 -1.8058 0.35
H -3.8704 -1.1979 -2.0014 0.33
H 1.8330 -1.4672 1.8234 0.33
H 1.8644 0.5436 3.3356 0.27
H 0.5437 2.8555 -0.0056 0.39
H -1.3812 -1.1150 -2.2539 0.24
H -2.0786 0.6405 -2.2815 0.24
H 0.8209 0.8191 -1.5676 0.53
H -3.7885 0.0647 -0.6912 0.28
H -3.3560 -1.6216 -0.4037 0.26
H 0.6790 -2.3598 -0.9385 0.21
H 2.5701 -2.0811 -0.3680 0.39
H -1.3233 -0.0506 -0.6892 0.03
```

=====

(3)
Here is a 2-piece molecular cluster, C9H14O overall in a non-equilibrium geometry from OMol25. Energies are from wB97M-V/def2-TZVPD.

The net charge is 0. Its molar mass is 138.2 u. The calculation puts the largest force on an atom at 1.2 eV Å⁻¹. The multiplicity is 1. Its orbital gap is 10.07 eV.

```
24
Properties=species:S:1:pos:R:3:mulliken_charge:R:1
O -1.2763 0.8919 1.3030 -0.50
C 0.2753 -2.0807 -0.0319 -0.30
C 1.3421 -2.5647 0.7075 -0.55
C 2.6945 -0.7518 -0.1031 -0.46
C -2.6793 1.1397 1.4105 -0.17
C -3.1280 2.1986 0.4379 -1.04
C 2.5760 -1.9226 0.6202 -0.43
C 1.8816 0.7894 -1.9252 -1.49
C 0.4764 -1.0352 -0.9294 -0.80
C 1.6621 -0.3086 -0.9286 1.20
H 0.9655 0.9714 -2.4842 0.35
H -0.3766 -0.6505 -1.4776 0.28
H -0.9794 0.1655 0.7514 0.22
H -3.2708 0.2309 1.3009 0.25
H -2.7631 1.4363 2.4479 0.26
H 3.4272 -2.3280 1.1560 0.36
H 3.5944 -0.1454 -0.1625 0.39
H -3.6124 1.8737 -0.4754 0.30
H 2.1132 1.7027 -1.4140 0.37
H 2.6997 0.6283 -2.6214 0.33
H 1.2434 -3.3887 1.3959 0.38
H -2.3058 2.8143 0.1202 0.31
H -3.8763 2.8885 0.8325 0.33
H -0.6832 -2.5548 0.0696 0.41
```

=====

(4)
Here is a 2-piece molecular cluster, C9H14O overall in a non-equilibrium geometry from OMol25. Energies are from wB97M-V/def2-TZVPD.

The net charge is 0. Its molar mass is 138.2 u. The calculation puts the largest force on an atom at 4.0 eV Å⁻¹. The multiplicity is 1. Its orbital gap is 9.46 eV.

```
24
Properties=species:S:1:pos:R:3:mulliken_charge:R:1
O 3.1708 1.5742 -1.4367 -0.57
C 2.3036 -0.2263 -0.2015 -0.60
C -2.1736 -1.3705 -1.9844 -0.93
C 0.4857 0.2139 1.3335 0.56
C 1.1817 1.9788 -0.2020 -0.72
C -2.0888 -0.7722 -0.5685 -0.34
C 2.1965 1.1064 -0.6031 0.50
C -0.4526 -0.1198 2.4851 -1.38
C 0.2456 1.4133 0.6780 -0.43
C 1.5360 -0.5906 0.9305 -0.33
H 3.1450 1.3778 -2.3752 0.32
H 0.0424 0.1427 3.4377 0.38
H 0.9926 3.0203 -0.3887 0.40
H 2.9631 -0.8744 -0.7360 0.45
H -1.4390 0.3906 2.3992 0.29
H -3.0434 -0.8778 -0.0238 0.33
H -1.3442 -1.4469 0.0155 0.10
H -0.6189 -1.2003 2.5079 0.35
H 1.7422 -1.5616 1.3370 0.38
H -3.1018 -1.9162 -2.0668 0.31
H -2.4233 -0.5201 -2.6675 0.26
H -1.2928 -1.8835 -2.3938 0.29
H -0.5888 2.0507 0.9342 0.37
H -1.4380 0.0914 -0.4104 0.01
```

=====

(5)
Here is a 2-piece molecular cluster, C9H14O overall in a non-equilibrium geometry from OMol25. Energies are from wB97M-V/def2-TZVPD.

The net charge is 0. Its molar mass is 138.2 u. The calculation puts the largest force on an atom at 3.0 eV Å⁻¹. The multiplicity is 1. Its orbital gap is 9.10 eV.

```
24
Properties=species:S:1:pos:R:3:mulliken_charge:R:1
O -0.2432 1.9358 -2.5839 -0.54
C -1.4891 -0.4900 2.2824 -1.41
C -0.2804 -0.0931 -1.2775 -0.63
C -0.7123 -0.5914 -0.0768 -0.56
C -0.4104 2.0462 -0.2172 -0.34
C 1.6155 -2.8559 0.4778 -0.61
C -0.5280 1.5028 1.0977 -0.68
C -0.3240 1.3230 -1.3732 0.63
C 2.5594 -1.6980 0.3755 -0.64
C -1.0412 0.2365 1.0623 0.46
H -2.4589 -0.1665 2.7146 0.36
H 2.3197 -0.9435 1.1403 0.18
H 0.4874 -2.6325 0.4643 0.13
H -0.4771 2.2450 1.9159 0.38
H 3.5975 -1.9869 0.5357 0.33
H -0.3970 3.1414 -0.3294 0.33
H 1.8557 -3.5534 1.3572 0.30
H -0.5711 -1.6703 -0.0029 0.61
H -1.8579 -1.4932 2.1419 0.39
H 1.6603 -3.3945 -0.4807 0.25
H 0.1202 -0.7230 -2.0706 0.31
H 2.3805 -1.3214 -0.6413 0.17
H -0.3345 1.3117 -3.3086 0.31
H -0.6811 -0.6304 3.0350 0.27
```

=====

(6)
Here is a 2-piece molecular cluster, C9H14O overall in a non-equilibrium geometry from OMol25. Energies are from wB97M-V/def2-TZVPD.

The net charge is 0. Its molar mass is 138.2 u. The calculation puts the largest force on an atom at 5.8 eV Å⁻¹. The multiplicity is 1. Its orbital gap is 8.79 eV.

```
24
Properties=species:S:1:pos:R:3:mulliken_charge:R:1
O 3.8757 2.4625 -0.7201 -0.54
C 1.2403 1.6330 1.7102 -0.45
C 2.7761 1.9875 -0.1385 0.80
C 0.3778 0.8098 0.8871 0.37
C 0.7991 0.6956 -0.5143 -0.10
C -3.3627 -2.4785 -1.0458 -0.83
C 1.9765 1.3086 -1.0264 -0.71
C 2.3899 2.2222 1.2195 -0.59
C -1.9480 -2.0459 -1.1036 -0.57
C -0.6524 -0.0500 1.4527 -0.92
H 0.1108 0.0183 -1.0930 0.00
H -3.7130 -2.4010 -2.1397 0.24
H -1.4208 -2.7331 -1.7514 0.36
H -3.3304 -3.5751 -0.7552 0.25
H 0.9885 1.7908 2.7490 0.36
H -1.8793 -0.9123 -1.4708 0.19
H -1.2601 0.3930 2.2452 0.39
H -1.2198 -0.4108 0.6669 0.03
H -0.0269 -1.0249 1.7055 0.21
H -4.2573 -1.8265 -0.5525 0.25
H 2.1441 1.1657 -2.0267 0.50
H -1.3925 -2.1486 -0.1996 0.22
H 3.2093 2.5908 1.8062 0.20
H 4.5749 2.5288 0.0956 0.34
```